{"formula": "C14H32F8N2O22S8V", "method": "ωB97M-V with the def2-TZVPD basis set", "molar_mass_g_mol": 1039.866, "homo_lumo_gap_ev": 8.94, "charge": -1, "fmax_ev_per_a": 9.7, "homo_energy_ev": -8.48, "e_tot_ha": -7245.6789, "elements": ["O", "V", "O", "N", "S", "O", "O", "F", "S", "O", "O", "F", "C", "F", "F", "F", "S", "O", "O", "N", "S", "O", "O", "C", "F", "F", "F", "O", "S", "O", "O", "C", "C", "C", "H", "H", "H", "H", "H", "H", "H", "H", "O", "S", "O", "O", "C", "C", "C", "H", "H", "H", "H", "H", "H", "H", "H", "O", "S", "O", "O", "C", "C", "C", "H", "H", "H", "H", "H", "H", "H", "H", "O", "S", "O", "O", "C", "C", "C", "H", "H", "H", "H", "H", "H", "H", "H"], "xyz": [[1.01053, -0.15129, -1.02103], [1.33310, -0.20622, -2.58319], [-0.16309, -0.30065, -3.32134], [2.06181, 1.65344, -3.22395], [3.48908, 2.40631, -3.85810], [4.34818, 3.08741, -2.88131], [3.42753, 2.91678, -5.20034], [4.30404, 0.95352, -4.14306], [1.33566, 3.05420, -3.29024], [0.95392, 3.57856, -4.57292], [1.74508, 4.04176, -2.30781], [-0.03993, 2.59233, -2.54680], [3.09178, -3.02252, -0.90346], [2.57683, -4.17045, -1.32132], [2.00156, -2.41159, -0.42711], [3.96497, -3.22696, 0.04246], [3.91248, -1.98858, -2.32943], [4.28569, -0.75420, -1.67795], [5.11482, -2.57739, -2.84857], [2.49124, -1.71475, -3.43460], [2.85264, -2.61984, -4.56491], [3.98500, -2.21775, -5.46567], [2.69622, -4.00459, -4.20373], [1.26215, -2.32305, -5.63949], [0.18262, -2.15955, -4.86411], [1.50830, -1.30551, -6.44861], [1.10786, -3.39869, -6.37749], [-2.19118, -2.38256, -2.15457], [-3.49167, -1.67607, -2.01580], [-4.69817, -2.27141, -2.61740], [-3.69367, -1.32390, -0.39123], [-5.07502, -0.97465, -0.02066], [-5.37870, -1.13976, 1.46244], [-3.35835, 0.12984, -2.66021], [-5.87530, -1.45647, -0.58235], [-5.29048, 0.09013, -0.10978], [-6.33222, -0.74076, 1.80841], [-4.58400, -0.55472, 1.92533], [-5.26071, -2.19178, 1.72215], [-3.00722, 0.09827, -3.69162], [-2.61824, 0.75870, -2.16535], [-4.36704, 0.52725, -2.54748], [4.08669, 1.25306, 1.98525], [3.10196, 2.20854, 1.45326], [1.85190, 1.84422, 0.92921], [2.65094, 3.24688, 2.64405], [1.76722, 4.19321, 2.37623], [1.25488, 4.60213, 3.71018], [3.99234, 3.40591, 0.32040], [0.87786, 3.82679, 1.86352], [2.25090, 5.05611, 1.91846], [0.23882, 4.96363, 3.55196], [1.95424, 5.36696, 4.04787], [1.17386, 3.86524, 4.50926], [4.22522, 2.79799, -0.55384], [4.79667, 3.80102, 0.94091], [3.38989, 4.23422, -0.05250], [-3.38280, 2.52039, -0.58370], [-2.56953, 2.72760, 0.62053], [-1.81348, 3.93759, 0.80459], [-3.53813, 2.51143, 2.01913], [-3.00165, 2.87393, 3.32721], [-2.97304, 1.66943, 4.29937], [-1.42752, 1.23943, 0.85434], [-3.68664, 3.64998, 3.66868], [-2.10448, 3.48374, 3.22074], [-2.59590, 1.97427, 5.27555], [-2.28963, 0.93892, 3.86644], [-3.92614, 1.16609, 4.46171], [-1.89841, 0.39881, 0.34469], [-1.18324, 1.17505, 1.91466], [-0.53122, 1.39700, 0.25442], [-0.88134, -6.13607, 2.68732], [0.47495, -5.56329, 2.71606], [1.71578, -6.39684, 2.69220], [0.55423, -4.43040, 1.41343], [-0.56286, -3.63419, 1.07314], [-0.59737, -2.29976, 1.85825], [0.62633, -4.42877, 4.22187], [-1.48783, -4.16876, 1.28941], [-0.48205, -3.44779, 0.00225], [-0.03580, -1.62340, 1.21383], [-0.13578, -2.27595, 2.84540], [-1.56953, -1.81877, 1.96617], [-0.38493, -4.17384, 4.53882], [1.30173, -3.63523, 3.90213], [1.15478, -4.91934, 5.03928]], "atomic_forces_ev_per_a": [[0.69, -0.07, -2.06], [-4.91, 0.07, -0.66], [4.40, 0.71, 2.16], [2.56, 1.76, -1.44], [6.80, -3.29, -0.85], [-2.35, -1.55, -1.62], [-0.68, -0.30, 1.68], [-1.53, 1.89, 0.86], [-6.78, 4.30, 2.86], [0.27, -1.30, 0.98], [0.83, -1.26, -1.21], [0.69, -0.42, -1.04], [-1.88, -0.80, -0.75], [1.08, -0.54, -0.65], [0.88, 1.02, 0.17], [0.52, 0.25, 0.07], [1.89, 1.71, 1.90], [-2.23, 0.22, -0.04], [-1.77, -1.34, -0.51], [2.02, 3.27, 6.49], [0.36, -3.28, -9.15], [-2.79, -0.73, 2.75], [0.71, 0.14, 0.27], [1.62, -0.35, 1.16], [0.47, -0.09, -1.00], [-0.71, 0.60, 0.10], [-0.32, -0.60, -0.40], [-3.16, 1.64, 0.89], [1.63, 0.50, -1.39], [1.92, 1.03, 1.52], [-1.45, -0.69, -1.00], [-1.55, 1.06, 0.45], [1.89, -0.77, -0.09], [0.07, -1.45, 0.19], [0.74, -0.53, -0.51], [0.78, 0.32, -0.95], [-0.04, -0.06, -0.53], [-0.06, -0.13, 0.65], [-0.15, 0.04, 0.41], [-0.42, -0.43, -0.07], [-0.14, -0.54, 0.58], [0.15, -0.01, -0.12], [-2.23, 2.05, -0.80], [2.88, 1.74, 0.93], [-1.35, -1.43, -1.27], [4.52, -4.26, 0.36], [-2.90, 1.52, -0.05], [-0.53, 1.54, 0.98], [-0.84, -1.14, 0.77], [0.39, -0.03, -0.93], [-0.34, 0.07, -0.55], [0.09, 0.67, 0.32], [-0.51, 0.30, 0.58], [0.29, -0.50, -0.50], [0.64, 0.11, 0.21], [0.30, -0.37, -0.41], [-0.51, -0.29, 0.35], [0.87, 0.47, 2.57], [0.26, -1.96, 0.57], [-0.53, -0.34, -0.04], [0.87, -0.02, -1.79], [-1.13, 0.56, 0.03], [0.66, 0.45, -0.96], [-0.69, 1.40, -1.15], [-0.38, -0.21, 0.26], [0.61, -0.77, -0.06], [0.10, 0.10, -0.07], [0.06, -0.20, 0.26], [-0.16, 0.35, -0.31], [-0.41, -0.16, 0.74], [-0.18, -0.25, -0.24], [0.13, 0.51, 0.21], [2.46, 0.74, 0.11], [0.57, 0.13, -0.24], [-3.37, 2.27, -0.46], [1.38, -2.33, 2.10], [-1.48, 0.49, 1.24], [0.66, 0.62, -1.02], [0.33, -0.96, -1.02], [0.03, -0.33, -0.30], [-0.05, -0.07, 0.11], [0.25, 0.42, 0.35], [0.05, -0.43, -0.14], [-0.33, -0.51, -0.20], [0.23, 0.35, -0.30], [-0.53, 0.25, -0.06], [-0.19, -0.57, -0.28]]}

***

{"formula": "C14H32FNO24PS7", "method": "ωB97M-V with the def2-TZVPD basis set", "molar_mass_g_mol": 872.834, "homo_lumo_gap_ev": 6.67, "charge": 1, "fmax_ev_per_a": 3.4, "homo_energy_ev": -11.65, "e_tot_ha": -5641.1748, "elements": ["C", "C", "F", "S", "P", "N", "H", "H", "H", "H", "H", "H", "H", "H", "C", "C", "O", "S", "O", "O", "O", "H", "H", "H", "H", "C", "C", "O", "S", "O", "O", "O", "H", "H", "H", "H", "C", "C", "O", "S", "O", "O", "O", "H", "H", "H", "H", "C", "C", "O", "S", "O", "O", "O", "H", "H", "H", "H", "C", "C", "O", "S", "O", "O", "O", "H", "H", "H", "H", "C", "C", "O", "S", "O", "O", "O", "H", "H", "H", "H"], "xyz": [[-0.06049, -3.46413, -6.82595], [0.37429, -2.41521, -7.86143], [1.73002, -2.46546, -7.97704], [-0.13074, -0.70122, -7.34234], [1.58987, 0.33409, -6.38835], [1.09963, 1.61917, -5.65612], [0.66167, -3.43804, -5.99189], [-1.07966, -3.27374, -6.46073], [0.00570, -4.48128, -7.23694], [-0.15110, -2.60587, -8.80956], [-0.37157, 0.03502, -8.47438], [2.24634, -0.55146, -5.49524], [2.50521, 0.74612, -7.38581], [1.33964, 1.56609, -4.66542], [4.43668, -1.93643, -3.32934], [4.39502, -3.33400, -2.75550], [3.37429, -3.28571, -1.74529], [2.23798, -2.25029, -2.18254], [1.17060, -2.96486, -2.79063], [2.03192, -1.32993, -1.12978], [3.06014, -1.51329, -3.35995], [4.98912, -1.25542, -2.68065], [4.86831, -1.91288, -4.32769], [5.34646, -3.63308, -2.32766], [4.08880, -4.06373, -3.50962], [-1.61145, 1.58678, -3.42291], [-1.60061, 0.18427, -2.84749], [-2.59542, 0.20458, -1.82469], [-3.77781, 1.22067, -2.24785], [-4.82891, 0.47131, -2.82479], [-3.98408, 2.12935, -1.18397], [-2.98695, 1.97405, -3.43323], [-1.06540, 2.28195, -2.78008], [-1.19906, 1.62485, -4.42873], [-0.63186, -0.09175, -2.43458], [-1.89963, -0.55514, -3.59667], [7.25290, -0.06373, 0.94436], [7.91250, 0.41792, -0.33028], [8.66706, -0.70664, -0.79542], [7.90607, -2.06247, -0.38932], [7.14720, -2.50936, -1.50854], [8.81513, -2.90396, 0.28410], [6.88953, -1.42434, 0.67809], [7.95219, -0.05496, 1.78254], [6.37332, 0.52133, 1.20204], [8.56197, 1.27388, -0.16703], [7.16912, 0.66650, -1.09239], [-2.90553, -0.05208, 1.58440], [-3.57777, 1.27453, 1.85613], [-3.82703, 1.27628, 3.26965], [-2.66332, 0.45469, 4.00659], [-1.69866, 1.36587, 4.50068], [-3.26464, -0.53072, 4.83401], [-2.04867, -0.27060, 2.70842], [-3.63371, -0.86622, 1.54696], [-2.32877, -0.04169, 0.66355], [-4.50500, 1.39228, 1.30374], [-2.91289, 2.10857, 1.62907], [-5.05962, 6.17238, 4.25526], [-4.43484, 6.69274, 2.97738], [-3.66138, 5.59608, 2.47947], [-4.38618, 4.21127, 2.87571], [-5.14926, 3.76839, 1.76496], [-3.44414, 3.37619, 3.52322], [-5.39597, 4.80970, 3.97327], [-4.34502, 6.18397, 5.08104], [-5.94812, 6.73157, 4.53852], [-3.80349, 7.56157, 3.14540], [-5.19729, 6.93623, 2.23349], [-1.78524, -1.39737, 7.90431], [-2.58350, -2.56300, 7.36320], [-2.36313, -3.62161, 8.30413], [-2.17939, -2.99574, 9.77500], [-3.41836, -3.07085, 10.45675], [-0.97802, -3.50114, 10.32779], [-1.94480, -1.46842, 9.32617], [-0.72236, -1.50270, 7.67428], [-2.14313, -0.44250, 7.52773], [-2.26288, -2.85957, 6.36850], [-3.65187, -2.33768, 7.34785]], "atomic_forces_ev_per_a": [[0.29, 0.56, 0.51], [-0.43, -1.49, -0.07], [-0.12, 0.38, -0.42], [-0.86, -0.33, 0.15], [1.60, 2.52, 1.63], [0.24, -0.63, -0.27], [-0.46, 0.12, -0.09], [0.33, -0.16, -0.12], [-0.09, 0.48, -0.23], [0.49, 0.35, 0.01], [0.56, -0.42, 0.25], [-0.32, -0.67, -0.75], [-0.62, -0.92, -0.46], [-0.57, 0.07, 0.00], [0.56, 0.14, 0.38], [0.08, -0.45, -0.55], [-0.24, 0.73, -0.08], [0.83, -0.66, 0.15], [-0.31, 0.31, -0.15], [-0.36, 0.11, 0.06], [-0.25, -0.20, -0.22], [0.02, -0.07, 0.00], [-0.23, 0.04, -0.06], [-0.14, 0.07, 0.26], [0.01, 0.03, 0.00], [0.35, 0.20, 0.27], [0.01, -0.24, -0.44], [0.01, 0.49, 0.02], [0.35, 0.02, -0.26], [-0.21, 0.05, -0.03], [-0.10, -0.11, 0.19], [-0.12, -0.50, 0.11], [0.04, -0.03, -0.02], [-0.22, 0.11, -0.05], [-0.14, -0.01, 0.26], [0.04, 0.01, -0.01], [0.35, 0.28, 0.39], [-0.44, 0.22, -0.20], [-0.10, -0.35, 0.33], [0.02, 0.76, 0.42], [-0.08, -0.16, -0.03], [0.13, -0.33, -0.20], [0.03, -0.04, -0.63], [-0.01, 0.03, -0.02], [-0.12, -0.23, -0.04], [0.20, -0.18, -0.06], [0.00, 0.06, 0.04], [-0.50, -0.27, -0.17], [0.25, 0.00, -0.30], [0.09, -3.08, -0.18], [-0.56, 0.34, -0.93], [0.25, -0.24, 0.35], [0.09, -0.01, 0.40], [0.09, 0.35, 0.27], [0.00, 0.02, -0.03], [0.19, -0.01, 0.16], [-0.06, 0.04, 0.25], [-0.01, -0.06, -0.08], [0.35, 0.25, 0.36], [-0.48, 0.22, -0.23], [-0.04, -0.29, 0.35], [0.03, 0.99, 0.65], [-0.04, -0.26, -0.03], [0.20, 2.33, -0.09], [0.08, -0.02, -0.55], [-0.01, 0.03, -0.02], [-0.12, -0.22, -0.06], [0.20, -0.17, -0.05], [-0.01, 0.04, 0.05], [0.41, 0.02, -0.35], [-0.50, 0.30, -0.12], [0.44, 0.19, 0.28], [-0.05, 0.29, -0.63], [0.00, -0.02, 0.30], [0.00, -0.21, 0.18], [-0.34, -0.38, 0.02], [-0.02, 0.00, -0.03], [-0.08, 0.01, 0.21], [0.07, -0.20, 0.12], [0.03, 0.04, -0.07]]}

***

- Among the records above, which one has the lowest charge?
  C14H32F8N2O22S8V

***

- charge of number 2 (C14H32FNO24PS7)?
  +1

***

- Look up the charge of the second one.
  +1